Entry 1:
9
Properties=species:S:1:pos:R:3:nbo_charge:R:1 method="wB97M-V/def2-TZVPD" gap_ev=8.5 smiles="C=C=N.OI" e_lumo_ev=-0.45 homo_energy_ev=-8.9097 multiplicity=1
C 0.96993 -0.31477 0.07645 0.429
C 0.89926 -0.46675 -1.21139 -0.660
N 0.81505 -0.13515 1.28091 -0.670
O -1.93327 1.09868 0.87376 -0.941
I -2.74640 -0.09601 -0.42824 0.442
H 1.57355 0.00165 -1.83043 0.235
H 0.14922 -1.06589 -1.64341 0.246
H 1.37084 -0.59879 2.14964 0.413
H -1.09817 1.57704 0.73271 0.504

=====

Entry 2:
115
Properties=species:S:1:pos:R:3:mulliken_spin:R:1 method="wB97M-V/def2-TZVPD" total_charge=+1 s_squared=8.79 gap_ev="5.1 / 2.6" e_lumo_ev="-3.06 / -7.00" homo_energy_ev="-8.2053 / -9.5504" multiplicity=6
Ru -0.44543 0.45472 0.30058 1.669
C -3.42688 4.70397 -1.46263 -0.001
C -3.30720 3.26674 -1.10053 0.012
C -4.16938 2.16580 -1.29624 0.015
C -3.43265 0.99713 -0.95892 0.034
N -2.20845 1.37834 -0.57400 -0.042
N -2.12522 2.77915 -0.63132 0.014
B -0.76200 3.50846 -0.40347 0.011
N 0.37586 2.86972 -1.22561 0.013
N 0.65502 1.46241 -1.24491 0.047
C 1.45309 1.23551 -2.38795 0.015
C 1.78091 2.47999 -2.93828 0.019
C 1.08113 3.46159 -2.18745 0.026
C 1.01303 4.94270 -2.38797 -0.004
C 1.91930 -0.07769 -2.96864 -0.036
C 1.57478 -1.29931 -2.11547 0.071
C 1.46920 -0.23435 -4.39993 -0.017
C 3.45512 0.06504 -2.97708 -0.001
N -0.24362 3.36746 1.06327 0.002
N 0.21150 2.11468 1.57554 -0.003
C 0.64294 2.35194 2.85506 0.014
C 0.55261 3.76303 3.11162 0.009
C -0.09014 4.29952 2.00248 0.015
C -0.57998 5.67917 1.78676 -0.001
C 1.22747 1.34183 3.84520 -0.010
C 1.60327 0.04227 3.18201 -0.063
C 2.51371 1.96559 4.42258 0.001
C 0.11066 1.22348 4.94575 0.007
C -3.98995 -0.43355 -0.91170 -0.037
C -5.02037 -0.60219 -2.07321 0.001
C -2.91834 -1.49072 -1.07619 0.106
C -4.71631 -0.49114 0.43365 0.004
H -4.47814 4.99498 -1.55637 0.000
H -2.96642 5.31364 -0.68443 0.001
H -2.95830 5.00650 -2.42556 0.001
H -5.14350 2.27167 -1.76080 0.001
H -1.01266 4.62851 -0.68662 0.000
H 2.50298 2.64918 -3.70953 0.002
H 1.84910 5.22876 -3.00355 0.000
H 0.07107 5.21336 -2.84763 0.002
H 0.92552 5.47558 -1.41197 0.002
H 0.49625 -1.36975 -2.02848 -0.017
H 1.96200 -2.19068 -2.64167 -0.013
H 2.10690 -1.28589 -1.15202 0.019
H 0.40952 -0.35315 -4.50241 0.016
H 1.69520 0.71717 -4.91272 0.003
H 1.99518 -1.08267 -4.80767 -0.001
H 3.82536 0.40037 -2.02038 0.003
H 3.85955 -0.92274 -3.22840 0.000
H 3.79547 0.78496 -3.75116 0.001
H 1.01689 4.28574 3.92823 0.000
H -0.80946 6.18769 2.72079 0.000
H 0.10196 6.30528 1.24003 0.001
H -1.46655 5.63168 1.18287 0.001
H 2.34174 0.21490 2.33263 0.102
H 2.08563 -0.59645 3.90671 -0.001
H 0.74619 -0.47965 2.85981 -0.008
H 3.29334 2.19654 3.69896 0.000
H 2.27086 2.85800 5.01620 0.000
H 2.92620 1.26297 5.17419 0.001
H -0.86294 1.24388 4.45307 -0.001
H 0.20670 0.30640 5.52262 0.000
H 0.14988 2.10735 5.58492 0.000
H -4.52357 -0.55289 -3.07028 -0.002
H -5.50140 -1.56589 -1.96008 0.000
H -5.81858 0.14427 -2.03312 0.001
H -2.19995 -1.12692 -1.81270 -0.041
H -2.35497 -1.66719 -0.16600 -0.003
H -3.33008 -2.45432 -1.43366 0.003
H -5.34640 0.39251 0.62901 -0.001
H -5.23603 -1.44222 0.58411 -0.001
H -3.98140 -0.36708 1.24572 0.006
N -4.10157 -5.37334 7.28458 0.004
C -3.76757 -4.51306 6.55665 -0.002
C -3.40115 -3.52825 5.63605 0.009
C -2.05794 -2.99513 5.66739 -0.002
C -1.64310 -2.08778 4.68619 0.012
C -2.60141 -1.56606 3.76796 -0.010
C -3.93011 -2.03908 3.81546 0.012
C -4.28475 -3.11794 4.62850 -0.005
C -2.16104 -0.74774 2.69933 0.074
C -1.67095 -0.23109 1.67191 -0.057
H -1.46377 -3.29717 6.51211 0.000
H -0.56250 -1.82705 4.60805 0.004
H -4.66765 -1.60441 3.16196 0.000
H -5.18872 -3.69539 4.48072 0.000
O 0.43933 -2.25663 0.70285 0.273
N 0.03376 -1.15018 0.57489 0.745
C -1.44738 -3.95987 -7.30853 -0.002
N -0.99342 -4.26061 -5.93720 0.104
C -0.44846 -5.45745 -5.48079 0.078
C -0.19738 -5.36460 -4.13628 0.121
N -0.76983 -4.12207 -3.73195 0.091
C -1.17605 -3.41454 -4.84559 -0.111
S -1.82874 -1.87730 -4.81380 0.708
H -2.47177 -4.37235 -7.46246 0.002
H -0.77669 -4.38857 -8.06343 0.002
H -1.50005 -2.86782 -7.43001 0.002
H -0.12771 -6.24668 -6.15983 0.007
H 0.30311 -6.00899 -3.43735 0.004
H -0.85976 -3.70310 -2.79043 -0.010
C 7.68378 -0.45917 1.00358 0.046
Si 5.86864 -1.00099 1.10632 -0.055
C 5.56774 -2.60721 0.16390 -0.001
C 5.53864 -1.48420 2.87956 0.034
Se 4.71007 0.70428 0.57676 0.951
H 8.39301 -1.29133 1.32140 0.007
H 7.92528 0.39848 1.69318 -0.003
H 7.98208 -0.16327 -0.03033 0.005
H 6.09087 -3.51102 0.63856 0.000
H 5.93217 -2.51379 -0.85037 -0.001
H 4.47938 -2.79535 0.14353 0.003
H 6.06159 -2.42421 3.11685 0.002
H 4.47466 -1.72542 3.05267 -0.002
H 5.76850 -0.70825 3.65182 0.000

=====

Entry 3:
41
Properties=species:S:1:pos:R:3:nbo_charge:R:1 method="wB97M-V/def2-TZVPD" gap_ev=8.6 smiles=CSCCCN.O.O.O.O.O.O.O.O e_lumo_ev=0.05 homo_energy_ev=-8.5638 multiplicity=1
C 3.03436 -0.41501 -0.86805 -0.219
C 2.22936 -0.33706 0.44021 -0.435
C 0.93822 -1.12339 0.36798 -0.518
S 1.02322 -2.92412 0.04598 0.147
C -0.69110 -3.47440 0.01641 -0.770
N 3.72041 -1.67630 -1.19140 -0.830
H 2.34762 -0.18894 -1.67274 0.185
H 3.86584 0.28994 -0.81843 0.187
H 2.77455 -0.69995 1.30638 0.204
H 2.01027 0.70714 0.63270 0.223
H 0.37672 -0.97825 1.29459 0.228
H 0.23129 -0.77280 -0.38848 0.183
H -0.88419 -3.67007 -1.03965 0.227
H -1.50493 -2.82206 0.32760 0.239
H -0.79107 -4.41178 0.55977 0.227
H 4.21253 -2.03857 -0.38079 0.348
H 3.03257 -2.38910 -1.42694 0.363
H 0.20606 -2.36050 3.29658 0.480
H -1.20069 -1.94482 2.76139 0.476
O -0.53185 -1.76081 3.42294 -0.952
H -0.89876 1.80984 0.73795 0.495
H -1.85900 2.90764 0.34619 0.498
O -1.11617 2.38662 -0.01112 -0.983
H -0.86301 1.08480 -3.43570 0.500
H -1.37626 0.36069 -4.75326 0.476
O -1.34808 0.32671 -3.79698 -0.994
H -2.60548 -0.72372 -2.01087 0.504
H -1.51446 -0.08006 -1.04811 0.476
O -2.38561 -0.47907 -1.10664 -0.976
H 0.57348 3.23565 0.48203 0.491
H 2.10102 3.17424 0.88728 0.475
O 1.19552 3.11654 1.20771 -0.976
H -3.32225 1.12841 1.89324 0.478
H -3.32902 0.80766 0.43646 0.484
O -3.88117 1.22661 1.10900 -0.968
H -0.60558 3.10057 -2.34576 0.490
H 0.74128 2.38543 -2.25426 0.478
O 0.05550 2.64663 -2.88054 -0.948
H -1.42239 1.04711 3.83297 0.488
H -0.96569 2.13815 3.08471 0.480
O -1.57307 1.39041 2.93965 -0.962

=====

Let's list strongest force on any atom in order: 3.8; 6.2; 1.8 eV Å⁻¹.
Let's list ΔE to the lowest compared entry with this formula, charge and spin in order: 2.479; 2.943; 0.639 eV.